# 1
Here is a molecular structure, C39H42N6O4PtSSi from OMol25. Energies are from ωB97M-V with the def2-TZVPD basis set.

The LUMO energy (alpha / beta) is -0.18191 / -0.27296 Eh. As for the largest force on an atom: 0.01083 hartree/bohr. The calculation puts the HOMO energy (alpha / beta) at -12.35 / -12.90 eV. The HOMO-LUMO gap (alpha / beta) comes out at 7.4 / 5.5 eV. Its spin multiplicity is 5. As for the total charge: +2.

Last column: Mulliken spin population.
Geometry (Å):
Pt: -1.095 -0.682 -1.153  1.23
S: 0.981 -1.712 -0.432  0.16
Si: -3.745 -0.206 -1.386  -0.03
O: -1.101 1.065 0.349  0.22
O: -0.038 0.971 -2.987  0.12
O: -2.731 0.140 4.090  0.01
O: 1.862 2.855 1.007  0.00
N: 1.678 0.685 0.496  0.02
N: -1.606 -2.893 -1.544  0.08
N: -2.083 -0.561 1.669  0.26
N: -2.051 -1.319 0.612  0.63
N: 2.733 -1.141 1.461  0.03
N: -2.536 0.596 -2.208  0.45
C: 5.795 2.232 2.529  0.00
C: -2.942 3.697 -4.066  0.01
C: 4.432 2.312 2.289  0.00
C: -2.266 1.668 -2.933  0.14
C: 2.433 1.797 0.934  0.00
C: 1.869 -0.658 0.598  -0.01
C: 2.129 0.393 -3.802  0.01
C: -1.027 2.888 2.387  0.03
C: -1.526 3.538 4.628  0.03
C: 2.415 -3.055 2.988  0.00
C: 3.886 1.640 1.199  0.00
C: -2.381 -2.722 0.808  -0.10
C: -0.595 3.039 -4.106  -0.10
C: 3.235 2.505 -2.353  0.00
C: 3.499 0.622 -3.833  0.00
C: -1.883 -4.908 -0.318  0.02
C: -1.159 -4.988 -2.593  0.00
C: -2.105 2.305 4.856  -0.03
C: -3.862 -2.915 1.135  0.06
C: -1.601 3.914 -4.461  0.20
C: -0.981 3.837 3.382  -0.01
C: 4.706 0.920 0.328  0.00
C: -4.552 0.573 0.064  0.03
C: -1.938 -3.525 -0.406  0.01
C: -0.911 1.920 -3.349  0.26
C: 4.048 1.677 -3.117  0.01
C: -3.269 2.601 -3.330  0.07
C: -1.584 0.684 1.468  0.02
C: -1.607 1.624 2.591  0.05
C: 0.896 -3.113 2.928  -0.01
C: -1.494 -5.649 -1.420  0.00
C: -1.218 -3.610 -2.606  0.00
C: 6.070 0.866 0.561  0.00
C: 1.866 2.288 -2.306  0.01
C: -2.153 1.339 3.853  0.05
C: 3.057 -2.549 1.704  0.00
C: 1.346 1.241 -3.046  -0.01
C: -4.563 -1.535 -2.357  0.01
C: 6.611 1.513 1.667  0.00
H: 4.134 -0.020 -4.426  0.00
H: 4.143 -2.615 1.763  0.00
H: 3.664 3.321 -1.787  0.00
H: 0.424 3.209 -4.422  0.00
H: 2.736 -2.421 3.819  0.00
H: 0.761 0.957 0.145  0.02
H: 1.675 -0.415 -4.359  0.00
H: -1.361 4.778 -5.064  0.01
H: -0.847 -5.524 -3.477  0.00
H: -0.522 4.798 3.198  0.00
H: -5.234 -2.150 -1.763  0.00
H: -2.532 2.077 5.826  0.00
H: -3.040 0.119 5.005  0.00
H: -5.301 -0.100 0.482  0.00
H: -2.139 -5.394 0.614  0.00
H: -3.837 0.839 0.840  0.00
H: -3.704 4.406 -4.359  0.00
H: -4.493 -2.680 0.280  -0.01
H: -4.064 -3.949 1.412  0.00
H: 3.252 -0.469 2.014  0.00
H: 0.457 -2.122 2.783  0.01
H: 5.114 1.855 -3.154  0.00
H: 7.675 1.464 1.850  0.00
H: -5.050 1.491 -0.260  0.00
H: 2.736 -3.127 0.839  0.00
H: -1.503 4.268 5.425  0.00
H: 4.279 0.426 -0.537  0.00
H: -1.802 -3.070 1.669  0.03
H: 6.224 2.741 3.381  0.00
H: 2.826 -4.046 3.191  0.00
H: -3.833 -2.158 -2.864  0.00
H: 0.567 -3.751 2.104  0.00
H: 1.223 2.916 -1.702  0.00
H: 0.490 -3.516 3.855  0.00
H: -5.165 -1.037 -3.125  0.00
H: -4.128 -2.273 1.974  0.00
H: -0.946 -3.043 -3.487  0.00
H: -0.593 3.099 1.422  0.00
H: 6.713 0.327 -0.120  0.00
H: -4.291 2.420 -3.024  0.00
H: 3.787 2.893 2.933  0.00
H: -1.444 -6.728 -1.363  0.00

***

# 2
Here is a molecular structure, C39H42N7O2S3Si2V from OMol25. Energies are from ωB97M-V with the def2-TZVPD basis set.

Its relative energy (zero: lowest compared OMol25 entry of this formula, charge and spin) is 22.7 kcal per mole. The LUMO energy (alpha / beta) is -0.16864 / -0.15020 Eh. As for the largest force on an atom: 0.03132 hartree/bohr. The calculation puts the HOMO energy (alpha / beta) at -9.71 / -9.73 eV. The HOMO-LUMO gap (alpha / beta) comes out at 5.1 / 5.6 eV. Its spin multiplicity is 2. As for the total charge: +1.

Last column: Mulliken spin population.
Geometry (Å):
V: 1.055 0.255 0.340  1.13
S: 3.324 1.147 -0.643  -0.04
S: -2.303 -1.441 -1.464  -0.02
S: 2.364 -2.271 -2.614  0.00
Si: -0.412 -2.633 1.617  0.01
Si: -1.522 0.184 2.825  0.02
O: 1.136 -2.261 -3.389  0.00
O: 2.722 -3.527 -2.036  0.00
N: -1.275 -3.460 -2.969  0.00
N: -4.179 8.791 -1.131  0.00
N: 2.258 -1.071 -1.463  0.02
N: -0.026 0.879 -1.028  -0.08
N: 2.142 -0.865 1.460  0.00
N: -3.293 -3.831 -2.249  0.00
N: 1.105 1.914 1.225  -0.06
C: -1.234 1.035 -2.953  -0.01
C: 4.360 -1.927 -4.665  0.00
C: 1.632 -0.483 3.756  -0.01
C: 3.886 -0.924 3.051  0.00
C: -2.280 -2.933 -2.244  0.00
C: -2.387 4.676 0.587  0.00
C: -1.327 4.365 -0.261  0.01
C: -2.781 6.700 -0.649  0.00
C: -2.167 -0.869 4.286  -0.01
C: -2.930 0.516 1.580  0.00
C: 3.204 -0.185 -1.653  0.01
C: -2.902 -4.930 -2.977  0.00
C: -2.239 -3.184 1.472  0.00
C: -1.649 -4.693 -3.429  0.00
C: -0.720 2.094 -1.035  0.03
C: -3.557 7.857 -0.904  0.00
C: 0.236 -3.469 3.220  0.00
C: 0.842 4.109 1.745  0.03
C: -0.362 0.250 -2.172  0.01
C: -0.108 -0.712 1.869  0.03
C: -4.569 -3.648 -1.617  0.00
C: 5.821 -0.020 -4.386  0.00
C: 3.721 -1.544 -3.513  0.00
C: 5.161 0.360 -3.227  0.00
C: -0.971 5.254 -1.272  0.00
C: -0.577 3.098 -0.087  0.02
C: -3.121 5.831 0.388  0.00
C: 1.925 3.612 2.458  -0.01
C: -1.488 2.172 -2.233  0.00
C: 0.568 -3.360 0.154  0.00
C: 3.429 -1.023 1.753  0.01
C: 5.428 -1.145 -5.098  0.00
C: -1.003 1.865 3.587  0.00
C: -1.685 6.419 -1.467  0.00
C: 2.964 -0.626 4.063  0.00
C: 4.093 -0.414 -2.796  0.00
C: 1.219 -0.666 2.423  -0.14
C: 0.356 3.044 0.960  0.01
C: 2.055 2.276 2.102  0.03
H: -2.288 -4.070 0.845  0.00
H: -0.992 -5.290 -4.025  0.00
H: -2.641 -3.460 2.441  0.00
H: 1.634 -3.405 0.354  0.00
H: -3.963 6.066 1.021  0.00
H: 3.304 -0.534 5.084  0.00
H: 1.282 -3.245 3.404  0.00
H: -1.407 7.105 -2.253  0.00
H: -3.515 1.384 1.866  0.00
H: -2.124 2.990 -2.509  0.00
H: -4.691 -2.588 -1.392  0.00
H: 4.103 -1.239 0.930  0.00
H: 0.252 -4.380 -0.049  0.00
H: 4.930 -1.073 3.278  0.00
H: -1.387 -1.134 4.990  0.00
H: 2.813 1.591 2.441  0.00
H: 5.957 -1.425 -5.994  0.00
H: 2.562 4.141 3.139  0.00
H: -2.650 4.002 1.390  0.00
H: -2.889 -2.437 1.037  0.00
H: -3.618 -0.319 1.519  0.00
H: -0.375 -3.009 -3.155  0.00
H: 5.464 1.231 -2.664  0.00
H: 0.893 -0.297 4.518  0.00
H: 0.061 1.946 3.785  0.00
H: -0.324 -3.166 4.099  0.00
H: 6.646 0.577 -4.747  0.00
H: -1.624 0.763 -3.914  0.00
H: -2.921 -0.315 4.836  0.00
H: 0.438 -2.790 -0.761  0.01
H: -0.124 5.025 -1.901  0.00
H: 0.468 5.115 1.752  0.00
H: -1.528 2.016 4.524  0.00
H: -2.631 -1.785 3.948  0.00
H: -3.553 -5.768 -3.117  0.00
H: -5.365 -3.980 -2.281  0.00
H: -1.270 2.681 2.924  0.00
H: 0.145 -4.548 3.146  0.00
H: -2.539 0.692 0.581  0.00
H: -4.631 -4.216 -0.688  0.00
H: 0.137 -0.647 -2.487  0.00
H: 4.026 -2.792 -5.214  0.00